DFT (the ωB97M-V functional and the def2-TZVPD basis) results for C26H28As2HgN4O3S2Se as an isolated structure at a distorted geometry.

The charge is -1. As for the HOMO energy (spin up / spin down): -2.87 / -4.43 eV. The value obtained for the LUMO energy (spin up / spin down) is 1.91 / 2.05 eV. The spin multiplicity is 2. The calculation puts the strongest force on any atom at 2.5 eV/Å. The calculation puts the orbital gap (spin up / spin down) at 4.8 / 6.5 eV.

The geometry in XYZ format:
```
67
Properties=species:S:1:pos:R:3:forces:R:3
Hg 0.655689 -1.525175 -0.530220 0.0 -0.4 -0.2
Se 2.784709 -2.649281 7.160747 -1.1 -0.3 -0.4
As -0.496051 2.368085 1.016202 -0.5 0.3 0.2
As -0.271227 2.125255 -2.409924 0.0 -0.3 0.8
S -1.235813 -2.033097 -4.721106 0.2 -1.1 0.0
S -1.797863 -1.893696 -1.881114 -0.4 -0.5 0.3
O -1.292082 -4.171336 -3.142675 -1.4 -1.6 0.6
O 1.653527 -0.144477 -2.988203 0.3 -0.2 -0.8
O 1.770548 -2.382334 -3.064541 0.4 -1.1 -1.6
N 1.177824 -2.852266 6.250327 1.2 0.5 -0.9
N 2.523918 -1.471984 1.021512 0.4 1.0 0.3
N 3.620644 -2.139181 5.688547 1.8 0.3 0.3
N -0.047407 -2.174054 1.630083 -1.4 0.4 -1.2
C -2.168236 1.578126 1.887720 1.3 -0.5 -0.9
C 1.475553 -1.236521 -2.513249 -0.3 1.5 1.5
C 4.468250 -1.172457 3.036939 -0.1 -0.6 -0.1
C -1.725246 -3.149656 3.093651 0.2 -0.2 -0.2
C 1.440297 -2.534222 4.993367 0.0 -0.3 0.7
C -2.824414 5.450863 -1.739554 0.0 0.1 -1.1
C -1.237295 3.618302 -1.503167 -1.1 0.8 -1.3
C -0.780791 -3.196940 4.120005 0.0 0.3 0.1
C 2.142285 -2.397000 -4.487535 -0.7 -0.3 -0.2
C -1.395507 -2.855192 -3.268564 -0.6 2.3 0.3
C 3.710232 -0.921618 0.763788 -0.1 -0.2 -0.2
C -2.202452 4.696903 0.435481 -0.6 1.2 -0.5
C -2.465628 -4.814472 -2.428779 0.5 0.7 -1.2
C 0.412246 -2.575671 3.946230 2.2 0.7 -0.6
C -1.731554 1.347048 -3.536242 -0.7 0.7 1.1
C 0.858906 3.206233 -3.612718 -0.4 0.1 -0.6
C -0.050257 3.675314 2.436327 0.2 -0.7 1.0
C 3.204206 -1.654028 3.343185 0.3 -0.1 -0.2
C -2.953991 5.578284 -0.362005 1.0 -1.2 -0.1
C 2.202166 -1.744117 2.323937 -0.7 0.2 0.3
C 0.829547 -2.049968 2.634109 1.2 -1.3 1.2
C -1.970718 4.511667 -2.343516 0.4 -0.2 1.9
C -1.283832 -2.627810 1.875931 0.1 0.2 0.7
C -1.355564 3.761468 -0.109791 0.2 -1.7 -0.9
C 4.722091 -0.811447 1.710786 -0.6 0.1 0.5
C 2.857841 -2.118942 4.662805 -2.4 -0.2 0.8
H 2.674621 -1.498440 -4.796287 0.0 0.0 0.3
H -2.823739 2.405853 2.016564 -0.7 0.4 0.5
H 1.220433 -2.515925 -5.113632 0.8 0.1 0.7
H -0.866808 3.875294 3.143068 0.1 -0.1 -0.2
H 1.272760 4.071775 -3.088258 0.0 -0.3 0.2
H -1.828242 4.444349 -3.421282 -0.3 0.1 0.2
H -1.837143 1.092369 2.802925 -0.1 0.3 0.3
H -1.951515 -2.534138 1.059614 -0.6 -0.2 -0.9
H -2.640790 0.776857 1.295720 0.3 0.5 -0.1
H -0.907536 -3.703002 5.064274 -0.4 0.0 0.1
H 3.915872 -0.512481 -0.248614 -0.4 -0.7 0.5
H -2.394156 2.152797 -3.913975 0.4 -0.4 -0.1
H 2.765647 -3.283421 -4.594263 0.0 0.1 0.0
H -2.709652 -3.578863 3.269563 0.2 0.2 -0.5
H -2.708044 -4.310735 -1.492543 0.3 0.2 -0.2
H -2.348043 0.749628 -2.787216 1.0 0.4 -1.2
H -2.175355 -5.845750 -2.210812 0.0 0.2 -0.4
H 5.237340 -1.148307 3.824204 -0.4 0.1 -0.5
H 0.365319 3.596715 -4.521378 0.1 -0.3 0.3
H -3.611858 6.302286 0.082397 -0.2 0.2 0.1
H 1.657074 2.516850 -3.889045 0.1 0.2 -0.1
H -3.337982 -4.725896 -3.140635 0.9 -0.3 0.8
H -3.409016 6.089665 -2.401501 0.1 0.0 0.2
H -1.298376 0.716239 -4.326828 -0.3 0.2 0.5
H 0.346976 4.615292 2.104474 -0.1 0.5 -0.7
H -2.268090 4.787035 1.496592 -0.1 0.0 0.7
H 5.647558 -0.411257 1.402497 0.9 0.4 -0.2
H 0.788193 3.254579 2.995585 -0.2 -0.2 0.2
```
Positions in Å, forces in eV/Å.